Entry from the OMol25 dataset: a structure of composition C25H29ClN2O2PRu (wB97M-V/def2-TZVPD).

Last column: natural (NBO) charge in e.
Cartesian coordinates (Å):
Ru  0.000  0.000  0.000  0.374
Cl  1.984  -0.225  1.505  -0.351
C  0.043  1.917  -0.164  0.566
O  0.163  3.064  -0.208  -0.348
P  1.382  -0.419  -1.828  1.193
C  0.510  -0.638  -3.418  -0.316
C  2.582  0.915  -2.167  -0.341
C  2.439  -1.900  -1.686  -0.341
C  3.875  0.769  -1.640  -0.214
C  4.832  1.753  -1.868  -0.189
C  4.509  2.892  -2.611  -0.147
C  3.224  3.041  -3.131  -0.159
C  2.261  2.054  -2.915  -0.226
H  4.116  -0.118  -1.056  0.217
H  5.831  1.635  -1.458  0.249
H  5.256  3.662  -2.780  0.254
H  2.967  3.926  -3.707  0.250
H  1.262  2.171  -3.324  0.233
C  -0.783  -0.113  -3.553  -0.218
C  -1.466  -0.226  -4.762  -0.181
C  -0.871  -0.878  -5.844  -0.146
C  0.411  -1.411  -5.713  -0.166
C  1.103  -1.287  -4.507  -0.214
H  -1.253  0.374  -2.704  0.208
H  -2.466  0.187  -4.856  0.245
H  -1.408  -0.974  -6.784  0.254
H  0.876  -1.924  -6.550  0.249
H  2.102  -1.701  -4.411  0.200
C  3.467  -2.131  -2.610  0.030
C  4.241  -3.288  -2.523  -0.126
C  3.996  -4.219  -1.513  -0.148
C  2.977  -3.989  -0.588  0.053
C  2.205  -2.833  -0.669  -0.157
H  3.666  -1.404  -3.391  0.257
H  5.039  -3.456  -3.240  0.265
H  4.604  -5.116  -1.442  0.274
H  2.793  -4.703  0.210  0.257
H  1.429  -2.632  0.062  0.259
H  -1.278  -0.080  -0.947  0.021
H  -0.207  -1.635  0.016  -0.059
C  -3.783  2.142  1.760  -0.454
N  -2.779  1.651  2.723  -0.198
C  -2.684  2.295  4.029  -0.253
C  -2.945  1.303  5.137  -0.404
C  -2.023  0.123  4.966  -0.256
N  -2.153  -0.439  3.628  -0.194
C  -2.552  -1.848  3.478  -0.449
C  -2.143  0.432  2.555  0.805
O  -1.335  0.249  1.609  -0.616
H  -4.683  1.466  1.737  0.268
H  -3.395  2.221  0.735  0.254
H  -4.213  3.130  2.059  0.274
H  -1.641  2.673  4.131  0.250
H  -3.371  3.157  4.166  0.274
H  -3.985  0.947  5.055  0.237
H  -2.744  1.786  6.118  0.284
H  -2.215  -0.606  5.781  0.275
H  -0.971  0.481  5.072  0.249
H  -1.835  -2.550  3.941  0.273
H  -3.536  -2.029  3.999  0.269
H  -2.736  -2.134  2.421  0.253

The expectation value of S² is 6.0808. The value obtained for the HOMO energy (alpha / beta) is -16.75 / -16.72 eV. For the LUMO energy (alpha / beta), the calculation gives -8.911 / -12.778 eV. The molar mass comes out at 557.02 g/mol. Its spin multiplicity is 5. The calculation puts the HOMO-LUMO gap (alpha / beta) at 7.84 / 3.94 eV. Its energy is -2125.2863 Ha. As for the total charge: +3.

---

Entry from the OMol25 dataset: the molecule C25H29N3O2 (wB97M-V/def2-TZVPD).

Last column: natural (NBO) charge in e.
Cartesian coordinates (Å):
C  0.696  -5.250  -1.302  -0.635
C  0.218  -4.019  -0.521  -0.211
N  1.193  -3.316  0.294  -0.477
C  1.308  -3.747  1.671  -0.196
C  1.973  -5.104  1.928  -0.635
C  2.455  -3.008  -0.354  -0.223
C  2.265  -1.906  -1.405  -0.234
N  1.626  -0.767  -0.797  -0.619
C  2.177  0.463  -0.753  0.666
O  3.190  0.762  -1.359  -0.632
C  1.419  1.448  0.077  -0.158
C  0.731  1.082  1.228  -0.124
C  0.037  2.030  1.955  -0.255
C  0.010  3.355  1.534  0.156
N  -0.746  4.308  2.245  -0.642
C  -2.100  4.345  2.385  0.700
O  -2.635  5.227  3.019  -0.604
C  -2.873  3.244  1.670  -0.543
C  -2.467  3.169  0.221  0.026
C  -2.405  4.348  -0.482  -0.215
C  -1.950  4.395  -1.804  -0.203
C  -1.548  3.248  -2.426  -0.210
C  -1.636  2.008  -1.763  0.032
C  -1.261  0.815  -2.416  -0.196
C  -1.379  -0.394  -1.795  -0.210
C  -1.880  -0.459  -0.487  -0.237
C  -2.239  0.681  0.176  -0.177
C  -2.123  1.952  -0.428  -0.086
C  0.757  3.737  0.424  -0.225
C  1.452  2.788  -0.296  -0.149
H  1.387  -4.968  -2.092  0.204
H  -0.164  -5.731  -1.762  0.217
H  1.186  -5.970  -0.653  0.207
H  -0.192  -3.302  -1.242  0.180
H  -0.598  -4.315  0.142  0.198
H  0.299  -3.759  2.096  0.189
H  1.877  -2.973  2.199  0.190
H  2.946  -5.151  1.445  0.205
H  1.356  -5.918  1.560  0.201
H  2.114  -5.242  2.997  0.215
H  2.929  -3.879  -0.828  0.178
H  3.136  -2.631  0.413  0.205
H  1.659  -2.271  -2.240  0.183
H  3.231  -1.575  -1.790  0.243
H  0.797  -0.975  -0.262  0.416
H  0.752  0.061  1.581  0.209
H  -0.485  1.749  2.857  0.219
H  -0.265  5.142  2.559  0.412
H  -2.708  2.304  2.191  0.233
H  -3.933  3.497  1.755  0.256
H  -2.696  5.268  0.006  0.219
H  -1.906  5.344  -2.317  0.217
H  -1.169  3.270  -3.438  0.213
H  -0.885  0.880  -3.427  0.212
H  -1.103  -1.302  -2.310  0.211
H  -1.985  -1.422  -0.006  0.215
H  -2.638  0.595  1.175  0.208
H  0.768  4.773  0.120  0.223
H  2.026  3.066  -1.167  0.238

The value obtained for the HOMO energy is -8.25 eV. For the LUMO energy, the calculation gives 0.297 eV. The molar mass comes out at 403.53 g/mol. The calculation puts the HOMO-LUMO gap at 8.55 eV. Its energy is -1284.8496 Ha. The relative energy (zero: lowest compared OMol25 entry of this formula, charge and spin) is 3.4 kcal per mole.

---

Entry from the OMol25 dataset: the molecule C25H29N3O2 (wB97M-V/def2-TZVPD).

Last column: natural (NBO) charge in e.
Cartesian coordinates (Å):
C  1.234  -0.302  3.371  -0.402
N  0.295  -0.066  2.299  -0.449
C  0.901  -0.219  0.994  -0.220
C  -0.170  -0.274  -0.097  -0.239
C  0.458  -0.390  -1.495  -0.211
N  1.399  -1.480  -1.611  -0.628
C  1.000  -2.750  -1.857  0.887
O  -0.087  -3.084  -2.250  -0.645
O  2.030  -3.602  -1.611  -0.528
C  1.808  -4.966  -1.945  -0.110
C  2.234  -5.304  -3.351  0.040
C  1.673  -6.398  -3.997  -0.237
C  2.074  -6.733  -5.277  -0.201
C  3.034  -5.975  -5.927  -0.218
C  3.592  -4.881  -5.289  -0.201
C  3.197  -4.549  -4.005  -0.243
C  -1.060  0.963  -0.012  -0.383
C  -1.636  1.088  1.403  -0.270
C  -2.527  2.293  1.515  0.105
C  -3.854  2.387  1.156  -0.274
C  -4.550  3.593  1.312  -0.191
C  -3.968  4.735  1.828  -0.264
C  -2.629  4.654  2.200  0.146
C  -1.939  3.441  2.028  -0.140
C  -0.611  3.616  2.489  -0.034
C  -0.533  4.906  2.920  -0.032
N  -1.744  5.541  2.749  -0.344
C  -2.029  6.906  3.083  -0.396
C  0.328  2.463  2.413  -0.468
C  -0.495  1.147  2.445  -0.005
H  1.571  -1.338  3.317  0.200
H  2.121  0.349  3.335  0.162
H  0.731  -0.153  4.325  0.202
H  1.453  -1.164  1.009  0.202
H  1.625  0.586  0.764  0.155
H  -0.784  -1.162  0.080  0.214
H  -0.330  -0.569  -2.230  0.230
H  0.981  0.535  -1.751  0.195
H  2.304  -1.372  -1.180  0.400
H  0.745  -5.197  -1.811  0.216
H  2.399  -5.542  -1.224  0.198
H  0.919  -6.986  -3.494  0.210
H  1.633  -7.586  -5.772  0.212
H  3.343  -6.235  -6.929  0.212
H  4.340  -4.285  -5.791  0.212
H  3.632  -3.697  -3.504  0.219
H  -0.484  1.859  -0.254  0.198
H  -1.876  0.890  -0.733  0.218
H  -2.212  0.179  1.609  0.223
H  -4.374  1.529  0.755  0.209
H  -5.590  3.627  1.019  0.209
H  -4.537  5.646  1.939  0.213
H  0.295  5.442  3.345  0.204
H  -2.273  7.484  2.186  0.201
H  -2.877  6.963  3.771  0.204
H  -1.159  7.352  3.561  0.213
H  1.031  2.473  3.249  0.218
H  0.910  2.521  1.489  0.207
H  -0.965  1.093  3.437  0.204

The value obtained for the HOMO energy is -7.54 eV. For the LUMO energy, the calculation gives 0.714 eV. The molar mass comes out at 403.53 g/mol. The calculation puts the HOMO-LUMO gap at 8.25 eV. Its energy is -1284.8463 Ha. The relative energy (zero: lowest compared OMol25 entry of this formula, charge and spin) is 5.4 kcal per mole.